C3H9N3 | ωB97M-V with the def2-TZVPD basis set

- frontier orbital gap (spin up / spin down) (eV) = 12.4 / 6.9
- expectation value of S² = 0.763
- charge = +1
- E_tot (a.u.) = -283.6231
- HOMO (spin up / spin down) (hartree) = -0.582 / -0.562
- spin multiplicity = 2
- relative energy (zero: lowest compared OMol25 entry of this formula, charge and spin) (kJ/mol) = 123.6

Geometry as XYZ:
```
15
Properties=species:S:1:pos:R:3:mulliken_charge:R:1
C 1.684 -1.584 -0.028 -1.35
C 0.455 -0.802 0.578 -0.26
N -0.110 -0.107 -0.570 -0.16
C -0.866 1.076 -0.492 0.56
N -1.807 1.053 0.480 -0.37
N -1.034 2.007 -1.322 -0.35
H 1.209 -2.141 -0.846 0.38
H 2.137 -2.260 0.691 0.38
H 2.505 -0.989 -0.436 0.38
H -0.210 -1.408 1.172 0.34
H 0.938 -0.075 1.224 0.35
H 0.586 0.099 -1.312 0.31
H -1.787 0.371 1.250 0.28
H -1.967 2.076 0.633 0.24
H -1.733 2.684 -1.022 0.27
```

=====

C3H9N3O | ωB97M-V with the def2-TZVPD basis set

- frontier orbital gap (eV) = 8.5
- SMILES string = NN(N)C=O.C=C
- E_tot (a.u.) = -359.0192
- HOMO (hartree) = -0.286
- spin multiplicity = 1
- relative energy (zero: lowest compared OMol25 entry of this formula, charge and spin) (kJ/mol) = 591.4

Geometry as XYZ:
```
16
Properties=species:S:1:pos:R:3:mulliken_charge:R:1
N 1.028 -1.573 1.397 -0.59
N 0.340 -0.530 0.724 0.38
N 0.652 0.743 1.200 -0.56
C -1.028 -0.816 0.358 0.02
O -1.798 -1.266 1.185 -0.49
H 1.725 -2.023 0.812 0.22
H 0.678 -1.694 2.345 0.23
H 0.142 1.619 1.263 0.18
H 1.113 0.789 2.117 0.24
H -1.165 -1.123 -0.687 0.36
C 0.337 0.704 -1.750 -0.40
C -0.939 1.159 -1.734 -0.67
H 0.639 -0.137 -2.357 0.26
H 1.091 1.163 -1.126 0.31
H -1.592 0.944 -2.567 0.28
H -1.226 2.041 -1.182 0.23
```

=====

C3H9N3O | ωB97M-V with the def2-TZVPD basis set

- frontier orbital gap (eV) = 7.7
- E_tot (a.u.) = -359.1403
- HOMO (hartree) = -0.279
- spin multiplicity = 1
- relative energy (zero: lowest compared OMol25 entry of this formula, charge and spin) (kJ/mol) = 273.3

Geometry as XYZ:
```
16
Properties=species:S:1:pos:R:3:mulliken_charge:R:1
C -1.808 -0.202 -0.455 -1.03
C -0.652 -0.073 0.506 0.39
N -0.493 -1.079 1.475 -0.48
N -0.170 1.143 0.716 -0.63
H -0.852 -1.991 1.234 0.22
H -0.703 -0.823 2.431 0.22
H 0.359 1.191 1.586 0.28
H -2.763 -0.097 0.071 0.33
H -1.793 -1.180 -0.937 0.36
H -1.751 0.568 -1.221 0.29
N 1.662 -0.205 -1.138 -0.29
C 2.000 1.038 -0.933 0.10
O 3.029 1.659 -1.002 -0.56
H 2.285 -0.914 -1.487 0.19
H 0.711 -0.499 -0.689 0.26
H 0.940 1.464 -0.158 0.35
```

=====

C3H9N3O | ωB97M-V with the def2-TZVPD basis set

- frontier orbital gap (eV) = 9.3
- SMILES string = C/N=C(/NC)NO
- E_tot (a.u.) = -359.0230
- HOMO (hartree) = -0.317
- spin multiplicity = 1
- relative energy (zero: lowest compared OMol25 entry of this formula, charge and spin) (kJ/mol) = 581.5

Geometry as XYZ:
```
16
Properties=species:S:1:pos:R:3:mulliken_charge:R:1
C -0.584 -1.732 -1.050 -0.99
N -0.214 -0.345 -0.819 -0.40
C -0.439 0.299 0.280 0.67
N 0.317 1.488 0.354 -0.39
C 1.156 1.893 -0.629 -0.76
N -0.860 -0.023 1.510 -0.34
O -0.434 -1.479 1.782 -0.47
H -1.188 -1.788 -2.099 0.29
H 0.228 -2.473 -0.835 0.29
H -1.469 -1.912 -0.577 0.35
H 0.734 1.345 1.369 0.27
H 1.557 2.863 -0.400 0.33
H 0.677 2.038 -1.714 0.26
H 2.254 1.377 -0.702 0.23
H -0.545 0.569 2.247 0.32
H -1.191 -2.121 1.285 0.36
```

=====

C3H9N3O | ωB97M-V with the def2-TZVPD basis set

- frontier orbital gap (eV) = 9.6
- SMILES string = CC#N.NNCO
- E_tot (a.u.) = -359.1316
- HOMO (hartree) = -0.336
- spin multiplicity = 1
- relative energy (zero: lowest compared OMol25 entry of this formula, charge and spin) (kJ/mol) = 296.3

Geometry as XYZ:
```
16
Properties=species:S:1:pos:R:3:mulliken_charge:R:1
C 2.516 -0.283 -0.317 -0.99
C 1.497 0.308 0.540 0.71
N 1.052 0.672 1.560 -0.56
H 2.941 0.486 -0.964 0.29
H 3.306 -0.721 0.295 0.35
H 2.072 -1.060 -0.940 0.29
N -1.797 -1.374 0.332 -0.55
N -1.817 -0.437 -0.730 -0.25
C -1.133 0.809 -0.503 -0.04
O -1.304 1.389 0.717 -0.57
H -0.896 -1.846 0.319 0.24
H -1.880 -0.902 1.237 0.28
H -2.789 -0.282 -0.994 0.25
H 0.040 0.552 -0.537 -0.23
H -1.375 1.500 -1.317 0.34
H -0.434 1.186 1.301 0.44
```

=====

C3H9N3O | ωB97M-V with the def2-TZVPD basis set

- frontier orbital gap (eV) = 10.7
- SMILES string = NC(N)=O.C=NC
- E_tot (a.u.) = -359.2188
- HOMO (hartree) = -0.361
- spin multiplicity = 1
- relative energy (zero: lowest compared OMol25 entry of this formula, charge and spin) (kJ/mol) = 67.4

Geometry as XYZ:
```
16
Properties=species:S:1:pos:R:3:mulliken_charge:R:1
N 0.222 -0.746 -1.523 -0.43
C 0.307 0.409 -2.254 0.45
N -0.648 1.364 -1.923 -0.40
O 1.132 0.611 -3.116 -0.61
H -0.125 -0.734 -0.577 0.29
H 1.067 -1.279 -1.616 0.26
H -0.729 2.103 -2.612 0.24
H -1.532 1.032 -1.582 0.24
C -0.069 0.941 1.739 -0.20
N -0.624 -0.158 1.463 -0.46
C 0.054 -1.346 1.963 -0.66
H -0.604 1.845 1.467 0.27
H 0.924 1.017 2.185 0.25
H -0.636 -1.940 2.568 0.25
H 0.873 -1.113 2.653 0.30
H 0.391 -2.005 1.163 0.19
```

=====

C3H9N3O2 | ωB97M-V with the def2-TZVPD basis set

- frontier orbital gap (eV) = 3.4
- charge = -2
- E_tot (a.u.) = -434.1968
- HOMO (hartree) = 0.061
- spin multiplicity = 1
- relative energy (zero: lowest compared OMol25 entry of this formula, charge and spin) (kJ/mol) = 8.8

Geometry as XYZ:
```
17
Properties=species:S:1:pos:R:3:mulliken_charge:R:1
C -0.633 0.708 -1.771 -1.10
C 1.372 -0.003 -0.343 -1.06
C -0.059 -0.184 -0.785 0.77
N -0.812 -0.989 -0.184 -0.86
N 0.590 -1.790 3.318 0.06
N 0.915 -1.846 2.099 0.13
O -0.322 -0.991 3.738 -0.78
O 1.888 -2.606 1.804 -0.74
H -0.253 0.538 -2.809 0.23
H -1.750 0.614 -1.672 0.32
H -0.241 1.729 -1.663 0.28
H 1.311 -0.028 0.688 0.36
H 1.857 0.882 -0.713 0.34
H 1.803 -0.961 -0.644 0.27
H -6.491 8.449 -5.827 -1.00
H -0.373 -1.418 0.611 0.52
H 1.198 -2.105 4.155 0.26
```

=====

C3H9N3O2S2 | ωB97M-V with the def2-TZVPD basis set

- frontier orbital gap (spin up / spin down) (eV) = 4.9 / 6.6
- expectation value of S² = 2.006
- E_tot (a.u.) = -1230.5866
- HOMO (spin up / spin down) (hartree) = -0.160 / -0.347
- spin multiplicity = 3
- relative energy (zero: lowest compared OMol25 entry of this formula, charge and spin) (kJ/mol) = 48.1

Geometry as XYZ:
```
19
Properties=species:S:1:pos:R:3:mulliken_charge:R:1
C -1.321 -0.030 0.384 0.64
C 1.977 0.598 -1.009 -0.81
C 0.614 -0.012 -0.978 0.02
N -1.536 0.151 1.757 -0.60
N -2.432 0.171 -0.490 -0.60
N -0.173 0.705 -0.028 -0.31
O -0.955 -1.461 0.265 -0.43
O 1.623 -1.821 0.592 -0.56
S 2.830 0.842 0.655 -0.21
S 0.543 -1.772 -0.413 0.52
H 2.076 1.658 -1.302 0.38
H 2.700 -0.122 -1.683 0.30
H -0.057 0.047 -2.200 0.19
H -0.903 -0.260 2.406 0.22
H -2.465 -0.011 2.108 0.28
H -2.326 0.995 -1.082 0.28
H -2.620 -0.631 -1.049 0.28
H 0.386 0.956 0.749 0.16
H 2.038 -0.002 1.320 0.25
```

=====

C3H9N3O3 | ωB97M-V with the def2-TZVPD basis set

- frontier orbital gap (eV) = 8.8
- SMILES string = C=C(N)NN.O=C(O)O
- E_tot (a.u.) = -509.6719
- HOMO (hartree) = -0.299
- spin multiplicity = 1
- relative energy (zero: lowest compared OMol25 entry of this formula, charge and spin) (kJ/mol) = 209.9

Geometry as XYZ:
```
18
Properties=species:S:1:pos:R:3:mulliken_charge:R:1
C -1.947 0.929 -0.203 -1.22
C -0.862 0.310 -0.697 0.71
N -0.935 -0.995 -1.163 -0.58
N 0.381 0.967 -0.862 -0.05
N 0.816 2.028 -0.048 -0.70
H -2.892 0.413 -0.081 0.25
H -1.922 1.959 0.131 0.20
H -1.530 -1.533 -0.525 0.28
H -1.472 -0.977 -2.034 0.28
H 1.072 0.394 -1.351 0.34
H 1.036 1.676 0.886 0.23
H 0.071 2.714 0.075 0.28
O 0.162 -1.430 1.482 -0.56
C 1.276 -1.258 0.990 0.67
O 2.349 -0.919 1.717 -0.45
O 1.629 -1.604 -0.256 -0.49
H 2.004 -0.863 2.627 0.37
H 0.763 -1.809 -0.688 0.45
```

=====

C3H9N3O3 | ωB97M-V with the def2-TZVPD basis set

- frontier orbital gap (eV) = 9.5
- E_tot (a.u.) = -509.6757
- HOMO (hartree) = -0.329
- spin multiplicity = 1
- relative energy (zero: lowest compared OMol25 entry of this formula, charge and spin) (kJ/mol) = 199.8

Geometry as XYZ:
```
18
Properties=species:S:1:pos:R:3:mulliken_charge:R:1
C -0.851 -1.487 0.957 -1.07
C 0.703 0.323 0.558 0.68
N 0.940 1.656 0.585 -0.48
N 1.730 -0.485 0.900 -0.40
N -0.575 -0.121 0.526 -0.08
H 1.827 1.940 0.195 0.25
H 2.613 -0.053 1.121 0.21
H 0.119 2.206 0.358 0.28
H 1.654 -1.461 0.665 0.23
H -0.404 -2.233 0.290 0.39
H -1.928 -1.637 0.932 0.28
H -0.489 -1.633 1.975 0.39
C -1.247 0.252 -0.958 0.57
O 0.399 0.311 -1.744 -0.73
O -1.532 1.593 -0.895 -0.51
O -1.988 -0.550 -1.479 -0.61
H -1.391 1.925 -1.794 0.35
H 0.420 -0.545 -2.194 0.25
```

=====

C3H9N3OS | ωB97M-V with the def2-TZVPD basis set

- frontier orbital gap (eV) = 9.9
- E_tot (a.u.) = -757.2538
- HOMO (hartree) = -0.340
- spin multiplicity = 1
- relative energy (zero: lowest compared OMol25 entry of this formula, charge and spin) (kJ/mol) = 404.9

Geometry as XYZ:
```
17
Properties=species:S:1:pos:R:3:mulliken_charge:R:1
C -0.776 1.188 0.165 -0.62
C -1.846 0.192 -0.041 -0.44
C 0.527 0.921 -0.477 -0.59
N 2.773 0.260 0.865 -0.68
N -1.244 -1.210 -0.125 0.12
N -1.449 -1.843 0.874 -0.62
O 2.044 -0.906 -1.408 -0.58
S 1.554 -0.488 0.257 0.50
H -1.168 2.164 -0.058 0.39
H -0.745 1.361 1.327 0.24
H -2.620 0.022 0.789 0.41
H -2.317 0.321 -0.975 0.33
H 0.273 0.654 -1.481 0.33
H 1.296 1.759 -0.434 0.39
H 3.075 -0.155 1.778 0.25
H -0.899 -2.637 0.783 0.25
H 1.522 -1.604 -1.840 0.32
```

=====

C3H9N3OS | ωB97M-V with the def2-TZVPD basis set

- frontier orbital gap (eV) = 9.5
- SMILES string = CN(N)/C(CO)=N\S
- E_tot (a.u.) = -757.3211
- HOMO (hartree) = -0.317
- spin multiplicity = 1
- relative energy (zero: lowest compared OMol25 entry of this formula, charge and spin) (kJ/mol) = 228.4

Geometry as XYZ:
```
17
Properties=species:S:1:pos:R:3:mulliken_charge:R:1
C -1.527 1.645 -0.529 -0.98
N -0.261 1.019 -0.150 0.22
N 0.558 1.921 0.493 -0.70
C -0.255 -0.258 0.299 0.73
C -1.559 -0.956 0.694 -0.75
O -2.161 -1.467 -0.489 -0.53
N 0.735 -1.065 0.354 -0.52
S 2.297 -0.557 -0.242 -0.23
H -2.183 0.978 -1.044 0.39
H -1.304 2.491 -1.162 0.29
H -2.006 2.007 0.367 0.35
H 0.550 1.774 1.507 0.25
H 1.510 1.751 0.130 0.26
H -1.274 -1.718 1.398 0.35
H -2.258 -0.286 1.177 0.35
H -1.609 -2.151 -0.916 0.35
H 1.951 0.085 -1.336 0.15
```

=====

C3H9N3OS | ωB97M-V with the def2-TZVPD basis set

- frontier orbital gap (eV) = 9.6
- SMILES string = CN1C[N@H+]([O-])N[C@@H]1S
- E_tot (a.u.) = -757.2126
- HOMO (hartree) = -0.325
- spin multiplicity = 1
- relative energy (zero: lowest compared OMol25 entry of this formula, charge and spin) (kJ/mol) = 513.0

Geometry as XYZ:
```
17
Properties=species:S:1:pos:R:3:mulliken_charge:R:1
C 0.878 -1.792 0.371 -0.94
N 0.456 -0.658 -0.460 0.01
C -0.963 -0.425 -0.335 -1.01
N -1.249 0.767 0.562 0.35
O -2.018 1.630 0.118 -0.66
N 0.410 1.107 0.934 -0.45
C 1.022 0.652 -0.222 -0.07
S 0.883 1.592 -1.872 -0.22
H 2.014 -1.694 0.219 0.29
H 0.772 -1.854 1.473 0.26
H 0.386 -2.568 -0.076 0.45
H -1.459 -0.123 -1.173 0.56
H -1.639 -1.303 0.086 0.31
H -1.609 0.526 1.454 0.30
H 0.445 2.062 1.222 0.29
H 2.124 0.423 -0.298 0.40
H -0.453 1.657 -2.006 0.13
```

=====

C3H9N3P | ωB97M-V with the def2-TZVPD basis set

- frontier orbital gap (eV) = 8.7
- charge = +1
- E_tot (a.u.) = -625.0197
- HOMO (hartree) = -0.484
- spin multiplicity = 1
- relative energy (zero: lowest compared OMol25 entry of this formula, charge and spin) (kJ/mol) = 121.6

Geometry as XYZ:
```
16
Properties=species:S:1:pos:R:3:mulliken_charge:R:1
C 0.322 -0.757 -1.219 -1.00
C 1.028 -1.503 -0.127 0.24
C -1.416 0.562 -0.033 -0.33
N -1.143 1.441 1.129 -0.52
N -0.085 0.520 -0.701 -0.05
N 1.413 -0.708 0.765 -0.16
P 1.074 1.044 0.393 0.07
H 1.151 -0.456 -1.808 0.43
H -0.590 -1.205 -1.847 0.40
H -1.284 0.889 1.990 0.25
H 1.242 -2.584 -0.104 0.46
H -1.676 -0.543 0.048 0.33
H -2.196 1.114 -0.685 0.24
H -1.746 2.323 1.126 0.27
H 1.760 -1.043 1.662 0.29
H 2.146 0.907 -0.589 0.08
```

=====

C3H9N3S | ωB97M-V with the def2-TZVPD basis set

- frontier orbital gap (eV) = 9.2
- SMILES string = CNN(C)/C=N\S
- E_tot (a.u.) = -681.9620
- HOMO (hartree) = -0.315
- spin multiplicity = 1
- relative energy (zero: lowest compared OMol25 entry of this formula, charge and spin) (kJ/mol) = 535.2

Geometry as XYZ:
```
16
Properties=species:S:1:pos:R:3:mulliken_charge:R:1
C 0.124 -1.990 -0.023 -0.72
N 0.846 -0.829 -0.514 -0.42
N 0.181 0.214 -1.148 0.05
C -0.001 0.017 -2.581 -0.73
C -1.024 0.593 -0.394 -0.05
N -1.106 0.615 0.924 -0.33
S 0.480 0.900 1.859 -0.21
H -0.936 -1.551 0.301 0.29
H 0.691 -2.545 0.687 0.37
H -0.026 -2.502 -1.112 0.19
H 1.527 -0.382 0.195 0.27
H -0.884 -0.860 -2.559 0.28
H -0.367 1.038 -3.045 0.28
H 0.912 -0.592 -3.170 0.26
H -2.128 0.563 -0.928 0.26
H -0.513 0.699 3.043 0.21
```